[1]
Computed, not measured: 2 unconnected molecules or ions with the total composition C5H13N3O, with wB97M-V/def2-TZVPD.

The geometry in XYZ format:
```
22
Properties=species:S:1:pos:R:3:nbo_charge:R:1
C -0.78734 1.56150 -0.86127 0.128
C -1.90326 -0.45597 -0.95833 -0.247
C -1.80631 2.30236 -0.07017 -0.706
O -0.94367 0.35897 -1.30842 -0.354
H 0.17987 1.98671 -1.06926 0.181
H -2.67804 -0.20668 -0.25693 0.162
H -1.95468 -1.38175 -1.49875 0.163
H -1.93131 1.86018 0.92211 0.220
H -2.78022 2.27292 -0.56776 0.219
H -1.49908 3.33639 0.05200 0.232
C 0.50770 -2.14382 1.36189 -0.655
C 1.21070 -1.10003 0.55134 0.381
N 2.24048 0.95233 0.38936 -0.687
N 1.49022 -1.43122 -0.77101 -0.844
N 1.57920 -0.03178 1.13059 -0.338
H 2.67409 1.58398 1.05289 0.365
H 2.94695 0.57332 -0.24024 0.337
H 1.52584 -0.64208 -1.39925 0.386
H 0.93580 -2.18841 -1.13912 0.384
H -0.50929 -2.28145 0.99256 0.220
H 1.03333 -3.09514 1.28790 0.213
H 0.46901 -1.83032 2.39985 0.240
```

The LUMO energy (spin up / spin down) is 1.0 / 1.0 eV. The calculation puts the HOMO energy (spin up / spin down) at -6.85 / -7.11 eV. The HOMO-LUMO gap (spin up / spin down) comes out at 7.8 / 8.1 eV.



[2]
Computed, not measured: a molecular structure, C5H13N3O2, with wB97M-V/def2-TZVPD.

The geometry in XYZ format:
```
23
Properties=species:S:1:pos:R:3:nbo_charge:R:1
C 2.28635 -0.13149 0.55089 -0.444
C 0.86380 0.08602 1.11715 -0.484
C 2.29717 0.47751 -0.78849 -0.073
C 0.05702 0.02708 -0.19778 0.246
C -1.75122 0.98047 -0.06413 0.270
N -2.22372 0.69032 1.15512 -0.792
N -0.33469 -1.38576 -0.58043 -0.256
N -2.57994 0.61658 -1.06262 -0.840
O -1.39150 -1.87351 0.12134 -0.765
O 0.94952 0.46920 -1.22453 -0.564
H 3.06858 0.20683 1.23497 0.228
H 2.36355 -1.22491 0.45993 0.189
H 0.64589 -0.82400 1.74072 0.237
H 0.73061 1.00610 1.88397 0.217
H 2.74844 1.55608 -0.73960 0.174
H 2.96329 -0.20228 -1.43728 0.182
H -1.18807 1.85982 -0.30385 0.187
H -2.82994 -0.02065 1.22096 0.385
H -1.56759 0.66774 1.90898 0.378
H -0.59641 -1.34526 -1.58778 0.373
H 0.41409 -2.13958 -0.42402 0.364
H -2.19529 0.97374 -1.99206 0.381
H -2.72994 -0.47002 -0.99145 0.407
```

The LUMO energy is 0.7 eV. The calculation puts the HOMO energy at -7.49 eV. The HOMO-LUMO gap comes out at 8.2 eV.



[3]
Computed, not measured: 2 unconnected molecules or ions with the total composition C5H13N3O3P, with wB97M-V/def2-TZVPD.

The geometry in XYZ format:
```
25
Properties=species:S:1:pos:R:3:nbo_charge:R:1
C -1.48321 0.64571 -2.17428 0.594
C 2.36812 -0.87245 1.30911 -0.713
C -0.00082 0.04090 1.49056 -0.685
C 1.38569 0.23798 1.19053 -0.073
C 0.81543 0.54779 -1.75063 -0.409
N -2.59082 1.58116 -2.07440 -0.849
N -1.63307 -0.49779 -2.97185 -0.852
N -0.42836 1.07506 -1.68792 -0.593
O 2.74613 -1.33854 -1.78721 -1.156
O 0.22348 -2.04299 -1.15015 -1.025
O 0.77399 -1.65132 -3.44743 -1.156
P 1.31757 -1.11300 -2.14921 2.258
H 1.99861 -1.84336 1.73135 0.186
H 3.16447 -0.42851 1.90271 0.199
H 2.79044 -1.19718 0.34448 0.286
H -0.62119 0.85824 1.00527 0.219
H -0.08436 -1.03281 1.21294 0.233
H -0.12103 0.06554 2.50796 0.187
H 1.76286 1.19508 1.23155 0.152
H 1.59624 1.30765 -1.75946 0.191
H -3.55019 1.16064 -1.88122 0.355
H -2.31593 2.16215 -1.22216 0.382
H -2.28300 -0.47732 -3.66902 0.366
H -0.72501 -0.95888 -3.13887 0.439
H 0.85829 -2.54774 -0.64745 0.465
```

The LUMO energy (spin up / spin down) is 3.6 / 3.6 eV. The calculation puts the HOMO energy (spin up / spin down) at -3.64 / -3.19 eV. The total charge is -1. The HOMO-LUMO gap (spin up / spin down) comes out at 7.3 / 6.8 eV.



[4]
Computed, not measured: a molecular structure, C5H13N3O4S, with wB97M-V/def2-TZVPD.

The geometry in XYZ format:
```
26
Properties=species:S:1:pos:R:3:nbo_charge:R:1
C -1.27939 3.21799 1.48759 -0.603
C 0.18935 2.82389 1.26793 -0.408
C 0.81715 1.43157 1.29785 -0.387
C -0.06370 0.49106 0.53626 -0.396
C 0.43029 -0.94843 0.69018 -0.265
N -0.42783 -2.40114 -3.39064 -0.983
N -0.06946 -1.81513 -0.29928 -0.398
N -0.21406 -3.11982 -0.10311 0.623
O -0.28291 -3.75487 -1.12911 -0.514
O -0.26155 -3.61342 0.97393 -0.396
O 1.91448 -2.57552 -2.43664 -0.836
O 0.81117 -0.34824 -2.62013 -0.862
S 0.74852 -1.79924 -2.42793 2.316
H -1.94371 2.45206 1.39840 0.202
H -1.23541 3.54411 2.57306 0.202
H -1.72919 4.03210 0.89831 0.216
H 0.92225 3.40995 1.76875 0.199
H 0.20437 3.16379 0.28054 0.197
H 0.81479 1.19946 2.31326 0.193
H 1.88551 1.31242 0.86095 0.216
H -0.04224 0.62056 -0.50855 0.215
H -1.13737 0.44396 0.80384 0.200
H 0.13911 -1.13201 1.68554 0.232
H 1.49787 -1.08336 0.59562 0.188
H -1.33065 -2.13620 -3.09039 0.418
H -0.35740 -3.41551 -3.42625 0.429
```

The LUMO energy (spin up / spin down) is -1.4 / -1.4 eV. The calculation puts the HOMO energy (spin up / spin down) at -10.07 / -10.07 eV. The HOMO-LUMO gap (spin up / spin down) comes out at 8.7 / 8.7 eV.



[5]
Computed, not measured: a single C5H13N3Si2 molecule, with wB97M-V/def2-TZVPD.

The geometry in XYZ format:
```
23
Properties=species:S:1:pos:R:3:nbo_charge:R:1
C -2.30258 -1.52179 -0.09406 0.430
C 3.03838 -1.21317 0.97152 -0.624
C -0.29668 0.48357 -2.24543 -1.173
C 1.84284 -1.03180 0.11932 -0.396
C 1.06258 0.29582 0.56633 -0.871
N -2.72244 -2.53658 -0.51959 -0.392
N -1.54503 2.02940 0.52097 -1.493
N -2.04318 -0.14730 0.16407 -1.271
Si -2.94655 1.17414 0.98062 1.527
Si -0.57309 0.76377 -0.34357 1.936
H 3.87533 -0.46997 0.88001 0.203
H 2.76221 -1.13735 2.10707 0.216
H 3.60768 -2.07905 0.60777 0.223
H -0.12524 1.27434 -2.99920 0.262
H 0.62812 -0.06579 -2.61170 0.256
H -1.09910 -0.24493 -2.59751 0.263
H 1.88135 -0.98195 -0.97434 0.211
H 1.13877 -1.84526 0.42101 0.202
H 1.79475 1.00151 0.33670 0.225
H 0.87255 0.26753 1.64766 0.232
H -1.59795 3.01308 0.28070 0.410
H -2.97021 1.41502 2.46273 -0.188
H -4.28249 1.55676 0.31894 -0.187
```

The LUMO energy is 0.3 eV. The calculation puts the HOMO energy at -9.56 eV. The HOMO-LUMO gap comes out at 9.9 eV.



[6]
Computed, not measured: a molecular structure, C5H13N4O3, with wB97M-V/def2-TZVPD.

The geometry in XYZ format:
```
25
Properties=species:S:1:pos:R:3:nbo_charge:R:1
C 2.06044 -0.60402 0.82758 0.643
C -1.34730 1.69979 -1.88606 -0.636
C -1.90282 0.95882 1.20750 -0.595
C -0.74033 0.49253 -1.10251 -0.425
C -0.55711 0.71371 0.40052 -0.097
N 2.74550 0.24063 0.17589 -0.756
N 0.13902 -0.36376 1.10737 0.014
N -0.38724 -2.43352 -0.46293 0.669
N 2.39348 -1.70761 1.39231 -0.741
O 0.64784 -2.44566 -1.03158 -0.287
O -1.39619 -2.99980 -0.52432 -0.213
O -0.39749 -1.49395 0.99435 -0.313
H -2.22735 2.09142 -1.44356 0.219
H -0.71615 2.58503 -2.05206 0.221
H -1.59372 1.62474 -2.96055 0.246
H -2.51805 1.76856 1.00469 0.239
H -2.44896 0.05318 0.99286 0.215
H -1.58796 1.00207 2.26071 0.229
H -1.39085 -0.38358 -1.17179 0.210
H 0.31190 0.30551 -1.55472 0.200
H -0.00775 1.59944 0.62034 0.207
H 2.22112 0.98923 -0.31032 0.433
H 3.67080 0.52856 0.14372 0.436
H 3.35282 -2.01794 1.44622 0.432
H 1.67636 -2.20338 1.92633 0.451
```

The LUMO energy (spin up / spin down) is -4.3 / -4.3 eV. The calculation puts the HOMO energy (spin up / spin down) at -13.06 / -13.06 eV. The total charge is +1. The HOMO-LUMO gap (spin up / spin down) comes out at 8.8 / 8.8 eV.



Computed total energy (eV) in order:
-11909.5831; -13956.1492; -25298.1877; -28884.3979; -25622.0678; -17484.3501
Computed energy above the lowest of the compared OMol25 structures with the same formula, charge and spin (kJ/mol) in order:
485.7; 567.8; 348.4; 479.3; 44.6; 726.1